No. 1
Formula: C29H20ClN4O5RhS3
Source: the OMol25 dataset
Level of theory: wB97M-V/def2-TZVPD

```
63
Properties=species:S:1:pos:R:3:mulliken_charge:R:1
C -0.784 -3.151 2.786 0.649
H 0.572 -6.653 1.840 0.414
S 1.891 -1.056 0.327 -0.234
H 2.780 1.083 -2.820 0.586
C 1.637 5.763 -1.976 -0.380
H 3.991 5.955 1.071 0.396
H 0.053 3.668 -2.075 0.458
C 1.631 3.534 -4.664 -0.274
C 1.897 -2.375 -0.824 0.591
C 0.627 3.620 -1.150 -0.981
H -1.230 1.139 -5.621 0.419
C -1.524 1.641 2.078 1.022
H 2.442 4.202 -4.399 0.455
O -2.032 2.645 2.553 -0.812
C 3.088 -3.149 -0.907 -0.215
Cl -2.453 -2.294 5.461 -0.173
C 3.334 5.902 0.213 -0.756
S -0.633 -1.644 -1.290 -0.129
C 0.675 -3.705 -2.464 -0.141
H -1.337 -4.109 4.654 0.313
C -1.955 -1.355 4.144 0.882
C 1.595 4.764 -1.009 0.461
C -0.400 -5.456 3.333 -0.893
C 0.297 -4.621 1.213 -0.359
C -0.430 1.816 -5.351 -0.762
C -2.213 0.001 4.006 -0.515
C 1.427 2.373 -3.925 0.160
H -2.758 2.379 3.900 0.450
H 0.754 -4.770 0.245 0.259
O -3.151 2.098 4.773 -0.560
C -0.185 -3.370 1.558 1.167
H -0.067 3.528 -0.313 0.520
C -2.966 0.819 5.025 0.526
O -3.385 0.306 6.029 -0.585
H -0.491 -6.266 4.045 0.374
H 2.537 7.603 -2.601 0.390
C 3.371 6.895 -0.755 -0.400
C 2.328 2.075 -2.764 -1.242
H 0.239 0.594 -3.719 0.417
H 0.980 4.739 -6.311 0.394
H 4.057 7.725 -0.654 0.388
C -1.629 0.309 2.773 0.100
O 0.464 0.975 -1.310 -0.180
O -0.861 1.638 0.980 -0.813
N -1.268 -1.807 3.063 0.325
S 1.542 2.066 -1.134 0.373
Rh -0.138 -0.119 0.280 0.498
H -0.114 -2.527 0.902 -0.067
N 0.565 -4.581 -3.200 -0.470
C 2.518 6.826 -1.847 -0.691
H 2.416 4.078 0.857 0.415
C -0.891 -4.209 3.687 -0.761
C -0.229 2.981 -6.078 -0.365
C 0.193 -5.675 2.102 -0.746
C 0.808 3.837 -5.739 -0.729
H 3.132 2.809 -2.675 0.534
N 4.055 -3.771 -0.947 -0.465
C 0.786 -2.631 -1.537 0.678
N -1.073 -0.762 2.196 -0.698
H 0.970 5.710 -2.827 0.458
C 0.395 1.506 -4.281 0.098
C 2.448 4.843 0.089 -0.163
H -0.874 3.216 -6.914 0.392
```

Values from the calculation:
Electronic energy in Ha: -3477.64092
ΔE to the lowest compared entry with this formula, charge and spin in kJ/mol: 78.64
Total charge: 0


No. 2
Formula: C29H20GeMnNO4S5
Source: the OMol25 dataset
Level of theory: wB97M-V/def2-TZVPD

```
61
Properties=species:S:1:pos:R:3:mulliken_charge:R:1
C 4.256 -0.034 2.640 -1.107
C 0.164 -2.171 -5.967 0.100
H -1.033 -7.324 1.884 0.411
Mn -0.909 -0.405 -0.806 -1.163
H -1.003 -3.076 1.417 0.352
H 1.986 -4.460 -4.309 0.572
H -4.331 -0.663 1.824 0.418
S 0.309 0.381 -2.622 -0.157
H 0.501 4.264 1.288 0.520
H 4.090 -1.179 -1.266 0.269
H 4.890 -1.399 -3.572 0.475
C -0.020 2.368 0.434 0.609
C 2.423 -3.718 -3.652 -0.835
H -1.515 4.352 2.737 0.491
C -0.500 -4.033 1.313 -0.155
C 3.555 -0.549 1.562 -0.041
Ge 1.767 -2.505 0.302 2.333
H -3.102 2.405 2.679 0.549
C 3.603 -1.883 -1.927 -0.187
S 0.876 -0.714 -5.277 0.134
C 1.273 2.264 -0.347 0.176
C 4.119 -0.607 3.899 -0.459
H 3.852 -3.038 -5.103 0.477
H 1.147 -4.223 -2.008 0.460
C -0.887 -1.872 -3.595 0.341
H 4.920 0.809 2.498 0.443
C -1.941 1.392 1.200 0.517
N -0.870 1.336 0.383 -0.402
C 0.796 -4.095 0.803 -0.059
C 2.577 -2.216 3.005 -0.565
O 1.694 3.362 -0.972 -0.419
O 1.892 1.242 -0.387 -0.357
H 4.676 -0.208 4.736 0.418
C 2.711 -1.647 1.737 0.795
C 1.955 -3.584 -2.351 -0.505
H 3.664 -0.082 0.593 0.192
C 0.242 -1.302 -0.332 1.287
H 1.936 -3.077 3.153 0.371
C -0.522 -6.421 1.580 -0.530
H 2.433 -5.405 0.289 0.454
C 4.060 -2.006 -3.233 -0.777
C -0.230 3.467 1.263 -0.688
C 0.768 -6.492 1.075 -0.708
C 3.280 -1.695 4.082 -0.748
C -2.791 0.175 1.134 0.565
H -2.163 -5.141 2.096 0.419
C 2.549 -2.674 -1.471 0.187
H 3.180 -2.146 5.061 0.423
C -1.343 3.511 2.080 -0.640
C 0.030 -0.725 -3.799 0.295
O -2.498 -0.751 0.378 -0.488
C -1.158 -5.192 1.699 -0.628
C -2.224 2.439 2.052 -0.636
H 1.055 4.086 -0.951 0.376
H 1.264 -7.449 0.985 0.419
S -1.758 -2.034 -2.218 -0.179
S -1.026 -2.942 -4.915 0.070
C 1.426 -5.334 0.685 -0.474
C 3.474 -2.925 -4.094 -0.622
O -3.828 0.165 1.918 -0.417
S 0.565 -2.748 -7.398 0.027
```

Values from the calculation:
Electronic energy in Ha: -6691.07761
ΔE to the lowest compared entry with this formula, charge and spin in kJ/mol: 0.00
Total charge: +2


No. 3
Formula: C29H20GeMnNO4S5
Source: the OMol25 dataset
Level of theory: wB97M-V/def2-TZVPD

```
61
Properties=species:S:1:pos:R:3:mulliken_charge:R:1
C 4.255 -1.808 -1.299 -0.428
O 1.730 0.754 -0.551 -0.354
C 1.971 -7.016 1.005 -0.691
C -2.196 0.782 1.500 0.245
H 3.234 -0.561 5.668 0.427
C 3.059 -2.872 -3.568 -0.694
C -0.296 -6.360 0.553 -0.634
H -0.632 -4.278 0.233 0.110
N -0.639 1.554 -0.026 -0.196
C 1.925 -1.764 4.469 -0.817
O 2.387 2.597 -1.565 -0.461
H 0.838 -2.951 3.072 0.420
C 0.372 -1.866 -0.010 0.809
H 4.749 -1.386 -0.435 0.313
S -2.464 -1.586 -0.988 -0.204
C -2.470 -1.398 -2.621 0.226
H 2.069 3.474 -1.806 0.292
H 1.250 -1.985 5.286 0.438
C 1.494 1.878 -0.918 0.118
C -1.231 -0.934 -3.355 0.142
C 3.069 -2.526 -1.166 0.804
S -3.892 -1.435 -6.557 -0.009
C 0.157 2.480 -0.547 1.173
H 4.379 -1.013 1.591 0.257
H 3.425 -5.458 1.038 0.392
S -1.403 -0.830 -5.055 0.103
C 2.375 -5.696 0.900 -0.912
O -1.621 -0.295 1.437 -0.488
H -1.337 -6.622 0.421 0.436
C -1.375 4.199 0.096 -0.588
H -3.394 0.277 2.858 0.412
S -3.827 -1.690 -3.608 0.068
C 3.916 -0.706 3.641 -0.859
C -0.192 3.824 -0.529 -0.899
H 2.696 -7.788 1.224 0.422
H 0.453 4.586 -0.946 0.291
H -3.001 3.508 1.347 0.547
C -2.134 3.240 0.760 -0.650
H -1.667 5.239 0.125 0.476
Mn -0.470 -0.602 -0.302 -0.314
H 5.770 -1.083 -2.628 0.449
H 2.602 -3.306 -4.449 0.473
C 2.564 -2.040 2.149 0.672
S 0.155 -0.582 -2.552 0.047
Ge 2.106 -2.875 0.472 1.489
C 2.485 -3.059 -2.321 -0.576
C 3.040 -0.967 4.684 -0.469
H 1.586 -3.665 -2.244 0.527
C 1.695 -2.300 3.213 -0.323
C -3.115 -1.265 -5.179 0.130
C 4.839 -1.629 -2.544 -0.818
H 4.701 -2.014 -4.649 0.434
H 4.793 -0.095 3.811 0.431
C 3.678 -1.237 2.383 -0.245
C 4.240 -2.152 -3.680 -0.556
H 0.321 -8.381 0.917 0.400
O -3.183 1.051 2.310 -0.420
C 0.112 -5.039 0.449 0.111
C 1.449 -4.687 0.618 0.409
C -1.705 1.927 0.677 0.622
C 0.635 -7.350 0.832 -0.510
```

Values from the calculation:
Electronic energy in Ha: -6691.04693
ΔE to the lowest compared entry with this formula, charge and spin in kJ/mol: 80.55
Total charge: +2


No. 4
Formula: C29H20IN3O8RuS2
Source: the OMol25 dataset
Level of theory: wB97M-V/def2-TZVPD

```
64
Properties=species:S:1:pos:R:3:mulliken_charge:R:1
C -1.714 1.185 4.817 -0.623
O -1.880 -1.360 -0.259 -0.601
H 0.288 -6.171 -0.186 0.497
O 0.885 -2.361 0.551 -0.260
C -0.434 2.751 -3.946 0.500
C 4.166 -1.235 0.628 -1.102
C -2.448 2.331 -2.677 -0.350
I -1.256 -0.882 2.689 0.359
C -1.118 0.974 3.607 0.792
O 0.892 2.675 -4.169 -0.696
C -2.573 3.507 -4.754 -0.251
N 1.435 0.571 -0.871 1.484
H -0.700 3.806 -5.777 0.428
H -2.276 0.393 5.297 0.402
C -3.207 2.965 -3.638 -1.005
H -4.281 3.028 -3.530 0.400
C 2.621 0.071 -0.850 -0.783
C -0.898 3.440 4.840 -0.904
C 0.929 2.837 1.113 -0.054
H -2.905 1.880 -1.807 0.491
H -0.807 4.414 5.308 0.354
H 1.283 2.119 -3.452 0.609
H -2.118 -6.066 -3.727 0.378
C -1.062 2.225 -2.805 -0.139
C -1.293 -3.551 -1.601 0.005
H 5.279 -2.375 2.054 0.396
H 4.843 -1.400 -0.197 0.450
C 1.028 4.088 1.755 -1.276
H -3.157 4.007 -5.517 0.359
H 1.622 -0.590 3.388 0.387
C -0.517 -4.269 -0.686 -0.369
H 1.406 2.744 0.146 0.321
C 2.361 -0.793 2.625 -0.143
H 3.277 0.118 -1.708 0.385
H -2.450 -3.633 -3.376 0.513
O -0.120 -1.308 -1.896 -0.611
C 4.400 -1.770 1.878 -0.267
C 3.491 -1.535 2.899 -1.017
O 1.157 -4.658 1.241 -0.818
S -1.476 -1.762 -1.607 1.262
H -0.712 -7.344 -2.117 0.367
S 0.209 -3.638 0.841 1.309
C -1.601 2.443 5.445 -0.628
H 1.573 4.887 1.266 0.410
H 3.634 -1.940 3.889 0.411
Ru 0.211 0.040 0.575 0.177
C -0.320 1.536 -1.734 1.350
O -0.917 -3.468 1.750 -0.816
C -1.205 3.402 -4.909 -0.728
C -0.272 3.241 3.584 0.861
O -2.448 -1.468 -2.636 -0.730
C -1.859 -4.214 -2.682 -0.571
C -1.666 -5.573 -2.875 -0.529
H 0.508 5.251 3.471 0.362
N 0.968 1.256 -1.933 -1.903
C -0.320 -5.630 -0.896 -0.586
C 0.253 1.768 1.656 0.620
C 0.444 4.293 2.968 -0.764
O -0.922 1.246 -0.655 -0.815
H -2.079 2.608 6.403 0.383
N 2.107 -0.288 1.416 0.496
C -0.369 1.978 2.933 0.405
C -0.885 -6.283 -1.981 -0.571
C 2.998 -0.514 0.422 0.988
```

Values from the calculation:
Electronic energy in Ha: -3072.38041
Expectation value of S²: 0.757
Multiplicity: 2
ΔE to the lowest compared entry with this formula, charge and spin in kJ/mol: 10.94
Total charge: -1